1.
{
  "formula": "C25H44AsCoN2O3Si4",
  "method": "ωB97M-V/def2-TZVPD",
  "species": ["Co", "N", "C", "C", "O", "N", "C", "C", "O", "O", "H", "H", "H", "H", "H", "H", "C", "Si", "C", "C", "As", "Si", "C", "C", "C", "Si", "C", "C", "C", "H", "H", "H", "H", "H", "H", "H", "H", "H", "H", "H", "H", "H", "H", "H", "H", "H", "H", "H", "H", "H", "H", "H", "H", "H", "H", "H", "C", "C", "C", "C", "C", "C", "Si", "C", "C", "C", "C", "C", "C", "H", "H", "H", "H", "H", "H", "H", "H", "H", "H", "H"],
  "coordinates": [[-0.500239, 0.453655, -0.288134], [-1.572828, -1.360415, -0.013193], [-1.490353, -1.737948, 1.404832], [-0.176544, -1.258233, 1.970589], [0.389905, -1.875722, 2.863105], [0.198580, -0.107718, 1.394710], [1.458462, 0.505474, 1.751031], [2.117658, 0.931019, 0.469437], [3.321452, 1.010710, 0.341150], [1.258480, 1.210785, -0.481883], [-2.538697, -1.392250, -0.324945], [-1.049155, -2.026515, -0.573698], [-1.585989, -2.809768, 1.570586], [-2.290420, -1.231193, 1.939361], [2.100675, -0.160003, 2.322090], [1.295512, 1.424248, 2.327153], [-1.931017, -0.491463, -5.829213], [-1.956164, -0.611171, -3.966271], [-3.426580, 0.347678, -3.325235], [-2.168738, -2.423408, -3.518384], [-0.147981, 0.209248, -2.686315], [0.580504, 2.214228, -3.742061], [2.340284, 2.635639, -3.303613], [-0.561783, 3.575100, -3.169326], [0.406933, 2.073686, -5.606792], [1.660493, -1.287387, -3.009596], [1.532294, -1.850800, -4.793704], [1.377615, -2.716331, -1.833629], [3.351398, -0.585227, -2.711548], [-2.834046, -0.971122, -6.216905], [-1.066530, -0.991527, -6.270495], [-1.928762, 0.544946, -6.166978], [-4.368748, -0.041554, -3.720652], [-3.352384, 1.401504, -3.610086], [-3.469341, 0.306333, -2.234759], [-2.971802, -2.871854, -4.108528], [-2.422053, -2.550293, -2.463298], [-1.255327, -2.989212, -3.713584], [2.601045, 2.238243, -2.321111], [2.449796, 3.722723, -3.265824], [3.048516, 2.247170, -4.037711], [-0.331450, 3.854542, -2.138990], [-1.607444, 3.261061, -3.199959], [-0.448963, 4.457878, -3.804305], [0.646709, 1.078001, -5.983587], [1.086369, 2.783209, -6.087152], [-0.608313, 2.316106, -5.926937], [0.642050, -2.458452, -4.970805], [2.409235, -2.437910, -5.079478], [1.482026, -0.983246, -5.455819], [0.392661, -3.173946, -1.962512], [1.469655, -2.368284, -0.799061], [2.129795, -3.493997, -1.987738], [3.701151, 0.000444, -3.562659], [4.046240, -1.415590, -2.556992], [3.385432, 0.044145, -1.817936], [-0.084950, 4.726325, 3.689978], [-0.400266, 3.393143, 3.921587], [-0.928485, 2.618704, 2.899600], [-1.167875, 3.164366, 1.633691], [-0.833689, 4.502733, 1.416187], [-0.301537, 5.280223, 2.436488], [-1.884456, 2.163202, 0.228112], [-3.589301, 1.483433, 0.636553], [-3.857976, 0.718612, 1.776731], [-5.122159, 0.195497, 2.009089], [-6.151730, 0.438518, 1.108206], [-5.913904, 1.218604, -0.014917], [-4.640921, 1.720499, -0.254728], [0.333468, 5.331300, 4.484193], [-0.223949, 2.956270, 4.896569], [-1.141874, 1.572456, 3.088450], [-1.000234, 4.945184, 0.439700], [-0.054101, 6.318601, 2.253887], [-2.186559, 3.181735, -0.807462], [-3.076671, 0.546369, 2.508267], [-5.308423, -0.397594, 2.896327], [-7.137861, 0.029713, 1.286859], [-6.721398, 1.439959, -0.701914], [-4.458223, 2.315716, -1.142496]],
  "forces_ev_per_a": [[1.88, -1.80, 0.69], [-0.46, 0.84, -0.20], [-0.08, -0.26, 0.05], [-0.05, 0.11, 0.29], [0.07, 0.05, 0.01], [-0.37, 0.60, -0.39], [-0.11, 0.01, 0.14], [0.17, 0.10, 0.18], [0.03, 0.13, -0.20], [-0.72, 0.35, -0.35], [0.02, 0.05, -0.09], [0.01, 0.04, -0.06], [-0.02, -0.04, -0.07], [-0.04, -0.11, -0.03], [-0.04, -0.06, 0.03], [0.02, -0.08, 0.13], [0.25, 0.10, -0.07], [-0.27, -0.18, 0.10], [0.02, 0.10, 0.01], [0.11, -0.01, 0.06], [-0.40, 0.62, -0.37], [-0.06, 0.26, -0.14], [0.10, -0.19, 0.17], [-0.06, -0.07, 0.14], [-0.01, -0.12, -0.05], [0.04, -0.33, -0.10], [-0.08, -0.01, -0.02], [-0.12, 0.06, 0.12], [-0.05, 0.28, 0.17], [0.01, -0.01, 0.04], [-0.03, 0.01, -0.01], [-0.02, -0.04, -0.02], [0.03, -0.01, -0.01], [-0.02, -0.02, 0.03], [-0.03, 0.00, -0.02], [0.00, 0.03, 0.01], [-0.01, -0.03, -0.01], [-0.05, -0.04, 0.00], [0.02, 0.08, -0.01], [-0.03, -0.01, -0.06], [-0.01, 0.01, 0.01], [-0.02, 0.02, -0.04], [0.00, 0.05, -0.02], [0.05, -0.02, 0.00], [0.02, 0.03, -0.03], [-0.02, 0.01, 0.04], [0.02, 0.00, 0.00], [0.03, 0.00, -0.03], [-0.02, 0.00, 0.04], [0.04, -0.04, -0.03], [0.03, -0.02, -0.01], [0.01, -0.05, -0.01], [-0.01, 0.02, 0.00], [0.01, -0.01, 0.01], [-0.03, -0.03, -0.06], [0.05, -0.03, -0.03], [-0.03, 0.00, -0.05], [-0.01, 0.00, -0.01], [-0.03, 0.14, 0.02], [0.16, -0.17, 0.07], [-0.05, -0.02, 0.06], [0.02, 0.01, 0.02], [0.05, -0.08, 0.08], [0.05, -0.19, -0.03], [-0.10, 0.09, -0.02], [-0.01, -0.02, 0.01], [0.04, 0.04, -0.01], [0.01, -0.02, -0.01], [0.00, -0.01, 0.13], [0.00, -0.01, 0.00], [0.00, -0.01, -0.01], [0.03, 0.01, -0.01], [0.00, 0.01, 0.02], [0.01, -0.02, -0.01], [0.14, -0.15, -0.21], [-0.03, 0.05, 0.00], [0.00, 0.02, 0.00], [-0.01, 0.02, 0.02], [0.02, -0.04, -0.02], [-0.05, 0.02, 0.02]],
  "de_lowest_kj_mol": 0.0,
  "energy_ha": -6090.9190,
  "orbital_gap_ev": [7.706, 7.743],
  "homo_ev": [-8.32, -8.32]
}


2.
{
  "formula": "C25H44BClF4N2O4SSi",
  "method": "ωB97M-V/def2-TZVPD",
  "species": ["C", "B", "O", "C", "F", "C", "N", "C", "F", "F", "C", "C", "Si", "C", "C", "C", "C", "C", "C", "C", "C", "C", "C", "C", "C", "Cl", "O", "S", "O", "O", "C", "N", "F", "H", "H", "H", "H", "H", "H", "H", "H", "H", "H", "H", "H", "H", "H", "H", "H", "H", "H", "H", "H", "H", "H", "H", "H", "H", "H", "H", "H", "H", "H", "C", "C", "C", "C", "C", "C", "H", "H", "H", "H", "H", "H", "H", "H", "H", "H", "H", "H", "H", "H"],
  "coordinates": [[3.943963, -3.324520, -0.663081], [4.171935, -2.817893, 0.861331], [4.309534, -3.859358, 1.869701], [4.215556, -1.265428, 1.369855], [4.006303, -1.319746, 2.817790], [3.126284, -0.277895, 0.724061], [3.105268, 0.939797, 1.629539], [1.606463, -0.828182, 0.786432], [1.279367, -1.455199, 2.031714], [1.278093, -1.755388, -0.244881], [0.533313, 0.385054, 0.628425], [-0.932960, -0.296742, 0.547324], [-1.836573, -0.070880, -1.122524], [-3.364886, -1.275979, -1.119729], [-2.519355, 1.707527, -1.305054], [-0.816305, -0.534315, -2.669541], [-0.343512, -1.961358, -3.055606], [0.451988, -2.275099, -4.364535], [0.777326, -1.114656, -5.330275], [0.340780, 0.318614, -4.943039], [-0.442902, 0.648428, -3.646419], [3.502088, 0.304035, -0.753659], [3.487082, 1.921134, -0.831579], [3.696243, 2.520215, -2.302171], [5.159229, 3.147026, -2.575573], [3.315298, 1.393169, -3.691150], [4.674461, -0.303606, -1.359948], [6.068683, -0.072329, -0.480407], [7.138558, -0.909177, -1.158985], [6.581410, 1.336010, -0.421453], [5.756431, -0.786063, 1.210059], [6.252027, 0.038629, 2.334232], [6.533295, -2.012677, 1.269424], [3.421301, -2.571630, -1.344036], [4.937992, -3.591638, -1.171406], [3.284772, -4.272448, -0.636274], [3.566580, -3.782514, 2.520692], [4.053763, 1.296452, 1.783500], [2.607344, 0.733529, 2.503686], [0.526796, 1.067293, 1.557272], [0.707514, 0.979300, -0.330483], [-0.937470, -1.407813, 0.864210], [-1.589896, 0.231411, 1.343430], [-2.983702, -2.337632, -0.883939], [-4.181288, -0.929655, -0.405439], [-3.751093, -1.290867, -2.209239], [-3.141435, 1.755909, -2.267688], [-1.636490, 2.429113, -1.376726], [-3.168690, 2.003219, -0.400042], [-0.573550, -2.847041, -2.375020], [0.756922, -3.344369, -4.626957], [1.326656, -1.289527, -6.312040], [0.611104, 1.182054, -5.650692], [-0.747466, 1.714492, -3.398690], [2.613351, -0.016612, -1.423727], [4.270303, 2.415065, -0.155911], [2.445853, 2.278314, -0.483591], [2.964055, 3.410182, -2.396964], [5.772587, 2.315746, -3.092142], [5.147872, 4.035202, -3.294754], [5.691700, 3.449827, -1.612117], [6.155188, 1.054601, 2.123534], [7.282262, -0.106873, 2.321199], [-8.474898, 1.839217, 2.201909], [-8.093836, 0.607628, 3.010667], [-6.816433, 0.795532, 3.832050], [-5.547849, 1.063264, 3.016184], [-5.199317, -0.008065, 1.981755], [-4.911848, -1.369690, 2.599515], [-7.710630, 2.091673, 1.463214], [-9.409588, 1.661654, 1.662533], [-8.622751, 2.703756, 2.855189], [-7.996038, -0.255505, 2.343855], [-8.914208, 0.372417, 3.696458], [-6.667045, -0.091954, 4.456362], [-6.961751, 1.629720, 4.527850], [-4.707529, 1.172270, 3.711876], [-5.640269, 2.028075, 2.505455], [-4.310255, 0.318621, 1.431072], [-6.000391, -0.101901, 1.241891], [-4.082093, -1.307669, 3.309370], [-4.636528, -2.086534, 1.820864], [-5.784066, -1.768746, 3.122008]],
  "forces_ev_per_a": [[-0.15, -0.04, -0.44], [0.06, -2.42, 0.47], [-1.69, 1.94, -1.32], [0.15, -0.40, 0.56], [0.04, 0.37, -2.22], [0.72, 1.21, 1.65], [-0.60, -0.81, -0.55], [-1.71, 1.34, -0.41], [1.20, 0.70, -2.13], [1.20, 1.16, 1.87], [-0.69, -1.13, 0.47], [-0.04, 0.20, 1.17], [-1.18, -0.92, 0.04], [0.31, -0.26, -0.70], [0.08, 0.48, -0.04], [2.60, -0.08, -3.76], [0.91, 2.03, -2.21], [-1.27, 3.68, 0.72], [-1.93, 0.71, 3.45], [-0.76, -1.83, 1.69], [1.27, -4.27, -1.05], [-2.49, 0.56, -0.35], [-0.28, -0.08, -0.17], [0.57, 2.05, 0.21], [0.34, -1.00, -0.35], [-0.05, 0.50, 0.86], [1.17, 0.82, 2.22], [5.97, 0.03, -4.35], [-4.04, 1.58, 2.09], [-2.84, -2.63, 0.86], [-0.49, -1.34, 2.08], [0.58, -0.03, -2.02], [-1.35, 2.29, -0.37], [0.79, -0.96, 0.93], [-1.31, 0.31, 0.76], [1.16, 1.41, 0.02], [1.27, 0.13, -0.39], [-0.72, -0.38, 0.26], [0.84, 0.03, -0.34], [0.47, -1.08, -1.69], [0.14, -0.77, 1.40], [0.19, 1.78, -0.58], [0.90, -0.85, -1.25], [-0.82, 1.53, -0.20], [1.03, -0.68, -0.96], [0.37, -0.01, 1.77], [0.87, 0.11, 1.40], [-1.31, -0.67, 0.06], [0.98, -0.46, -1.42], [0.30, 1.46, -0.97], [-0.52, 1.77, 0.54], [-0.84, 0.25, 1.60], [-0.47, -1.52, 1.22], [0.49, -1.62, -0.49], [1.75, 0.30, 0.78], [-1.17, -0.83, -1.02], [1.80, -0.82, -0.40], [0.98, -1.67, 0.09], [-0.73, 1.40, 1.00], [-0.31, -1.26, 1.02], [-0.86, -0.44, -1.30], [-0.08, -0.97, 0.05], [-0.81, 0.02, 0.17], [-0.14, -0.05, -0.13], [0.05, 0.05, 0.11], [0.02, -0.14, 0.05], [-0.05, 0.13, -0.08], [0.08, 0.06, 0.15], [0.01, -0.11, -0.16], [-0.04, 0.03, 0.04], [0.08, 0.09, 0.02], [0.05, -0.02, -0.06], [0.02, 0.03, 0.05], [0.06, -0.04, -0.04], [0.02, 0.05, -0.03], [-0.01, -0.03, -0.04], [-0.03, -0.02, -0.05], [-0.01, -0.04, 0.04], [-0.07, 0.04, 0.01], [0.00, 0.05, 0.02], [-0.07, -0.02, 0.00], [0.00, -0.01, 0.11], [0.06, 0.01, 0.00]],
  "de_lowest_kj_mol": 750.9,
  "energy_ha": -2961.4671,
  "orbital_gap_ev": 9.139,
  "homo_ev": -8.85
}


3.
{
  "formula": "C25H44BN3P2PbS",
  "method": "ωB97M-V/def2-TZVPD",
  "species": ["Pb", "C", "C", "C", "C", "P", "C", "N", "B", "N", "C", "P", "C", "C", "C", "C", "C", "C", "C", "C", "C", "C", "C", "C", "C", "C", "C", "C", "C", "C", "H", "H", "H", "H", "H", "H", "H", "H", "H", "H", "H", "H", "H", "H", "H", "H", "H", "H", "H", "H", "H", "H", "H", "H", "H", "H", "H", "H", "H", "H", "H", "H", "H", "H", "H", "H", "H", "H", "H", "H", "H", "H", "H", "H", "S", "C", "N"],
  "coordinates": [[-2.143620, -0.410361, 0.661760], [-2.396971, -4.234092, 0.848554], [-1.440307, -3.756044, -0.245543], [-0.660346, -4.947886, -0.813467], [-2.251716, -3.120804, -1.386665], [-0.330090, -2.425912, 0.447071], [0.804805, -1.975081, -0.918215], [0.852708, -0.581470, -1.347157], [0.346076, 0.724179, -1.045807], [0.982078, 1.631434, -1.912724], [0.693694, 2.997774, -1.632247], [-0.341950, 2.503903, -0.191127], [0.575503, 3.154761, 1.315565], [1.038792, 4.611995, 1.100852], [1.797712, 2.244986, 1.470184], [-0.280111, 3.152730, 2.581383], [-2.049631, 3.196668, -0.520696], [-2.528780, 2.606732, -1.849194], [-1.849287, 4.721747, -0.656015], [-3.098582, 2.979737, 0.568857], [1.843100, 0.972359, -2.776109], [2.666555, 1.429120, -3.790786], [3.407754, 0.479093, -4.474138], [3.322280, -0.873663, -4.147070], [2.498401, -1.328449, -3.129427], [1.750672, -0.382380, -2.437388], [0.765668, -2.915459, 1.873285], [1.677508, -1.699834, 2.084397], [1.642508, -4.136887, 1.572638], [-0.076280, -3.204678, 3.119664], [-3.198553, -4.812436, 0.388234], [-2.868040, -3.410064, 1.398657], [-1.903278, -4.873791, 1.576157], [-1.376235, -5.689533, -1.170718], [-0.034311, -5.431954, -0.070553], [-0.042251, -4.667901, -1.667624], [-2.774436, -3.915415, -1.920633], [-1.638271, -2.593226, -2.118998], [-3.031493, -2.438894, -1.030238], [0.561286, -2.594761, -1.784452], [1.808429, -2.268536, -0.596513], [0.197016, 3.551797, -2.428329], [1.569386, 3.561150, -1.311070], [1.563693, 4.818222, 0.172939], [1.741890, 4.822989, 1.907454], [0.214943, 5.314390, 1.198632], [2.449269, 2.265170, 0.593933], [1.509843, 1.216805, 1.685497], [2.379448, 2.599762, 2.321894], [-1.119935, 3.839134, 2.497580], [0.346550, 3.505844, 3.400526], [-0.648025, 2.168164, 2.853323], [-1.890384, 2.876560, -2.689391], [-3.522261, 3.007680, -2.054498], [-2.616400, 1.516965, -1.821778], [-1.013384, 5.007696, -1.293374], [-1.730483, 5.193137, 0.317008], [-2.752197, 5.128953, -1.113063], [-3.339224, 1.937046, 0.764005], [-4.023201, 3.444173, 0.222662], [-2.825807, 3.441669, 1.513021], [2.729497, 2.479142, -4.041268], [4.064811, 0.789276, -5.273751], [3.918302, -1.586446, -4.699435], [2.461178, -2.381409, -2.891962], [2.446235, -1.624667, 1.314678], [2.180784, -1.801077, 3.045760], [1.121520, -0.763457, 2.123751], [2.156170, -4.076339, 0.611176], [1.075349, -5.063676, 1.611495], [2.412582, -4.196334, 2.343058], [-0.856134, -2.467181, 3.295952], [0.579662, -3.198067, 3.989716], [-0.541783, -4.186557, 3.063199], [-2.359048, 0.084456, 3.183536], [-0.820167, 0.022975, 3.857884], [0.219310, 0.034353, 4.355477]],
  "forces_ev_per_a": [[-0.21, -0.22, 0.04], [-0.05, 0.05, 0.08], [0.10, -0.04, -0.13], [0.03, 0.06, -0.01], [-0.06, 0.03, 0.03], [0.04, -0.21, 0.24], [-0.04, 0.14, 0.10], [0.02, -0.17, -0.14], [0.32, 0.38, 0.28], [-0.06, -0.68, -0.50], [0.04, 0.52, 0.17], [-0.01, 0.54, 0.17], [-0.05, 0.11, -0.10], [-0.08, -0.04, 0.05], [-0.01, 0.02, 0.07], [0.00, -0.11, -0.05], [0.22, 0.12, 0.08], [-0.03, -0.07, -0.03], [-0.07, -0.06, -0.06], [-0.04, -0.04, 0.06], [0.01, -0.21, 0.05], [0.01, -0.04, 0.00], [-0.01, 0.03, 0.01], [0.03, -0.01, -0.03], [-0.05, 0.09, 0.05], [0.14, 0.07, -0.11], [0.07, -0.07, -0.11], [-0.02, 0.07, 0.01], [-0.02, -0.01, -0.09], [-0.06, 0.01, -0.03], [-0.01, -0.03, -0.01], [0.00, 0.01, -0.01], [0.01, -0.01, 0.00], [-0.04, 0.00, -0.01], [0.01, -0.01, 0.01], [0.03, -0.01, 0.01], [-0.02, -0.01, -0.01], [0.03, 0.02, -0.02], [0.02, -0.03, 0.01], [-0.07, 0.01, 0.08], [-0.05, -0.02, -0.07], [-0.09, -0.11, -0.01], [0.03, -0.03, -0.06], [0.02, -0.08, -0.06], [-0.01, 0.04, 0.04], [0.01, 0.02, -0.03], [0.00, -0.04, -0.02], [0.01, -0.04, -0.02], [0.02, 0.01, 0.00], [0.02, 0.03, 0.03], [0.01, -0.04, 0.06], [0.01, 0.04, -0.05], [0.03, -0.01, -0.01], [-0.01, 0.00, -0.03], [0.00, 0.01, 0.01], [0.01, -0.01, 0.00], [0.01, 0.02, -0.01], [-0.03, 0.03, 0.02], [-0.03, 0.01, -0.05], [-0.01, 0.04, 0.03], [-0.03, -0.01, 0.00], [0.00, 0.02, 0.00], [0.01, 0.01, -0.01], [0.00, -0.02, 0.00], [0.03, -0.02, -0.03], [0.01, 0.01, -0.03], [0.01, 0.00, 0.02], [-0.01, 0.01, 0.04], [0.00, -0.01, 0.00], [0.01, -0.02, -0.01], [0.00, 0.01, 0.03], [-0.02, 0.05, 0.01], [0.01, -0.01, 0.03], [0.00, 0.00, 0.01], [-0.20, -0.01, -0.02], [-0.06, -0.14, 0.01], [0.15, 0.01, 0.01]],
  "energy_ha": -2441.3838,
  "orbital_gap_ev": 6.378,
  "total_charge": 2,
  "homo_ev": -14.02
}